(1)
This record from the OMol25 dataset describes C7H14F3N2O5STl as an isolated structure at a distorted geometry. The level of theory is ωB97M-V/def2-TZVPD.

```
33
Properties=species:S:1:pos:R:3:nbo_charge:R:1
Tl 0.248 -0.454 -0.243 1.157
C 2.334 1.180 -4.652 1.042
F 2.704 2.045 -5.499 -0.172
F 1.421 0.391 -5.104 -0.198
F 3.271 0.552 -4.035 -0.193
S 1.326 2.190 -3.174 2.212
O 0.150 2.621 -3.877 -0.729
O 1.108 1.184 -2.129 -0.896
O 2.347 3.173 -2.888 -0.696
C -4.430 -1.430 1.273 -0.703
C -3.578 -0.799 0.200 0.704
O -2.380 -0.531 0.451 -0.655
N -4.044 -0.676 -1.048 -0.522
C -5.428 -0.780 -1.485 -0.433
H -4.670 -2.408 0.836 0.258
H -5.362 -0.882 1.395 0.260
H -3.900 -1.581 2.201 0.264
H -3.444 -0.147 -1.667 0.408
H -5.837 0.228 -1.606 0.232
H -6.101 -1.246 -0.772 0.236
H -5.450 -1.321 -2.427 0.235
C 1.814 -0.251 3.991 -0.704
C 2.661 -0.273 2.748 0.699
O 2.153 -0.436 1.617 -0.701
N 3.952 -0.017 2.905 -0.531
C 4.871 0.034 1.793 -0.429
H 2.373 -0.149 4.917 0.245
H 1.136 -1.103 3.978 0.254
H 1.151 0.620 3.975 0.254
H 4.249 0.192 3.847 0.428
H 4.943 -0.952 1.326 0.220
H 5.858 0.307 2.149 0.241
H 4.554 0.722 1.005 0.214
```

Results
- HOMO energy (eV) = -15.93
- relative energy (zero: lowest compared OMol25 entry of this formula, charge and spin) (kcal per mole) = 0.0
- total charge = +2
- gap between HOMO and LUMO (eV) = 2.64

(2)
This record from the OMol25 dataset describes one molecule with the formula C4H9NO2. The level of theory is ωB97M-V/def2-TZVPD.

```
16
Properties=species:S:1:pos:R:3:nbo_charge:R:1
N 1.540 0.440 1.099 -0.842
C 1.335 -0.885 0.891 0.671
O 2.020 -1.750 1.420 -0.629
C 0.240 -1.274 -0.103 -0.504
C -1.074 -0.475 -0.141 -0.429
C -1.081 0.813 -0.956 -0.064
O -0.537 1.881 -0.183 -0.742
H 2.236 0.690 1.784 0.398
H 0.899 1.145 0.749 0.422
H 0.695 -1.274 -1.105 0.221
H 0.023 -2.320 0.131 0.240
H -1.835 -1.128 -0.584 0.221
H -1.422 -0.246 0.874 0.221
H -0.508 0.671 -1.885 0.164
H -2.114 1.065 -1.235 0.170
H -0.418 2.647 -0.756 0.481
```

Results
- HOMO energy (eV) = -9.38
- relative energy (zero: lowest compared OMol25 entry of this formula, charge and spin) (kcal per mole) = 13.1
- total charge = 0
- SMILES = NC(=O)CCCO
- gap between HOMO and LUMO (eV) = 9.96

(3)
This record from the OMol25 dataset describes C24H30Br2MoN3O2S as an isolated structure. The level of theory is ωB97M-V/def2-TZVPD.

```
63
Properties=species:S:1:pos:R:3:nbo_charge:R:1
Mo 0.091 -0.215 0.585 1.847
C 2.675 0.295 -1.454 -0.673
C 3.072 0.288 -0.013 0.310
C 4.382 0.488 0.399 -0.261
C 4.720 0.454 1.741 0.006
C 3.739 0.223 2.715 -0.154
C 3.933 0.180 4.128 -0.027
Br 5.640 0.419 4.847 0.210
C 2.866 -0.033 4.963 -0.240
C 1.560 -0.219 4.458 -0.062
Br 0.130 -0.493 5.618 0.211
C 1.359 -0.199 3.101 0.163
O 0.155 -0.356 2.471 -0.622
C 2.432 0.027 2.246 0.206
N 2.106 0.056 0.905 -0.563
H 2.598 -0.729 -1.830 0.254
H 3.419 0.807 -2.060 0.283
H 1.723 0.815 -1.610 0.218
H 5.141 0.675 -0.348 0.266
H 5.748 0.613 2.044 0.273
H 3.016 -0.061 6.034 0.277
C -0.580 -5.908 -2.252 -0.630
C -1.532 -4.739 -2.069 -0.215
N -1.245 -3.970 -0.829 -0.277
C -1.542 -4.681 0.442 -0.242
C -0.295 -5.148 1.180 -0.629
C -0.777 -2.760 -0.848 0.562
C -0.460 -2.055 -2.130 -0.679
N -0.578 -2.054 0.304 -0.850
H -0.826 -6.415 -3.184 0.265
H -0.670 -6.639 -1.450 0.229
H 0.457 -5.575 -2.312 0.219
H -2.563 -5.082 -1.974 0.239
H -1.497 -4.065 -2.918 0.220
H -2.160 -5.532 0.168 0.252
H -2.175 -4.036 1.057 0.216
H 0.293 -5.826 0.564 0.241
H -0.598 -5.686 2.077 0.263
H 0.353 -4.326 1.489 0.198
H 0.208 -2.645 -2.757 0.282
H 0.034 -1.098 -1.937 0.201
H -1.370 -1.850 -2.695 0.283
H -0.828 -2.555 1.152 0.421
C -2.461 6.884 -3.306 -0.659
C -2.351 5.708 -2.391 0.120
C -1.267 5.583 -1.506 -0.207
C -1.167 4.516 -0.645 -0.110
C -2.169 3.538 -0.669 -0.398
C -3.253 3.629 -1.555 -0.122
C -3.334 4.713 -2.402 -0.211
S -2.232 2.195 0.399 1.265
C -1.668 2.806 1.974 -0.804
O -0.960 1.235 -0.022 -0.910
H -1.683 7.620 -3.118 0.241
H -3.433 7.364 -3.194 0.260
H -2.385 6.557 -4.345 0.259
H -0.506 6.352 -1.492 0.247
H -0.326 4.454 0.033 0.217
H -4.029 2.874 -1.554 0.243
H -4.177 4.803 -3.074 0.254
H -0.708 3.308 1.873 0.258
H -1.613 1.963 2.662 0.267
H -2.432 3.508 2.314 0.297
```

Results
- HOMO energy (spin up / spin down) (eV) = -16.28 / -16.34
- relative energy (zero: lowest compared OMol25 entry of this formula, charge and spin) (kcal per mole) = 0.0
- total charge = +3
- ⟨S²⟩ = 2.010
- multiplicity = 3
- gap between HOMO and LUMO (spin up / spin down) (eV) = 6.11 / 6.44

(4)
This record from the OMol25 dataset describes a 3-piece molecular cluster, C4H16N3O overall at a distorted geometry. The level of theory is ωB97M-V/def2-TZVPD.

```
24
Properties=species:S:1:pos:R:3:nbo_charge:R:1
N -0.257 0.482 -0.475 -0.407
C 0.642 -0.619 -0.434 -0.157
C 0.296 -1.467 0.853 -0.392
C -1.201 -1.582 1.149 -0.315
N -2.106 -2.284 0.290 -0.253
C 2.129 -0.185 -0.294 -0.297
N 2.543 0.769 -1.268 -0.228
H -2.553 -1.737 -0.449 0.421
H -1.557 4.037 -3.228 0.016
H -0.444 0.784 -1.438 0.347
H 0.515 -1.260 -1.315 0.232
H 0.687 -0.895 1.695 0.259
H 0.789 -2.435 0.782 0.262
H -1.645 -0.553 1.168 0.335
H -1.280 -1.879 2.195 0.279
H -2.014 3.823 -2.684 -0.015
H -2.785 -2.873 0.784 0.437
H 2.262 0.290 0.699 0.324
H 2.785 -1.056 -0.346 0.290
H 3.522 1.077 -1.183 0.440
H 1.950 1.591 -1.430 0.423
H -1.399 2.431 1.948 0.503
H -0.248 1.679 1.062 0.471
O -0.631 1.861 1.920 -0.975
```

Results
- HOMO energy (spin up / spin down) (eV) = -17.45 / -17.44
- relative energy (zero: lowest compared OMol25 entry of this formula, charge and spin) (kcal per mole) = 134.7
- total charge = +2
- ⟨S²⟩ = 1.737
- multiplicity = 2
- gap between HOMO and LUMO (spin up / spin down) (eV) = 7.64 / 5.21